# 1
The following is a quantum chemistry calculation of 2 unconnected molecules or ions with the total composition C3H11NS, from the OMol25 dataset.

The geometry in XYZ format:
```
16
C3H11NS, DFT the ωB97M-V functional and the def2-TZVPD basis
C -3.4296 -1.7614 2.3231
S -3.4251 -0.6553 0.8698
H -2.3814 -1.9313 2.6262
H -3.6123 -2.8098 1.9484
H -4.3730 -1.5736 2.9479
C 2.3834 2.0780 -1.6383
N 2.3534 0.8033 -0.7787
C 1.7694 -0.4923 -1.0304
H 1.9320 2.8356 -1.0080
H 1.7811 1.9499 -2.5232
H 3.3941 2.5085 -1.8061
H 2.9533 0.8631 0.0291
H -3.9057 0.5759 1.4276
H 0.9014 -0.4147 -1.7749
H 2.3736 -1.2852 -1.5524
H 1.2855 -0.6909 -0.0600
```

## Properties
- Gap between HOMO and LUMO (spin up / spin down): 2.258 / 8.026 eV
- ⟨S²⟩: 0.751
- Lowest unoccupied orbital energy (spin up / spin down): 0.125 / 0.123 Ha
- Multiplicity: 2
- Net charge: -1

Löwdin population analysis, charges in e, atoms 1 to 2: -0.759 0.132


# 2
The following is a quantum chemistry calculation of 2 unconnected molecules or ions with the total composition C3H11NS2, from the OMol25 dataset.

The geometry in XYZ format:
```
17
C3H11NS2, DFT the ωB97M-V functional and the def2-TZVPD basis
C -1.8120 -1.1398 0.6218
C -0.5662 -1.7064 1.2860
N 0.5757 -0.8525 1.0259
H -1.7734 -1.1705 -0.4667
H -2.6981 -1.7010 0.9310
H -1.9745 -0.1070 0.9256
H -0.8041 -1.8037 2.3545
H -0.3812 -2.7116 0.9010
H 1.4308 -1.1874 1.4451
H 0.4180 0.1054 1.3062
C 1.8713 2.1162 -1.1184
S 0.1052 2.1374 -0.7305
S -0.7552 1.5145 -2.4731
H 2.1134 1.1497 -1.5566
H 2.3628 2.2068 -0.1550
H 2.1818 2.8900 -1.8130
H -0.2940 0.2598 -2.4838
```

## Properties
- Gap between HOMO and LUMO: 9.324 eV
- Lowest unoccupied orbital energy: 0.024 Ha
- Multiplicity: 1

Löwdin population analysis, charges in e, atoms 1 to 2: -0.118 -0.359


# 3
The following is a quantum chemistry calculation of 2 unconnected molecules or ions with the total composition C3H11NS2, from the OMol25 dataset.

The geometry in XYZ format:
```
17
C3H11NS2, DFT the ωB97M-V functional and the def2-TZVPD basis
C -1.6272 1.1480 -2.2828
N -0.6265 0.1638 -2.7352
C -1.1312 -1.1938 -2.6555
H -2.4949 1.1245 -2.9638
H -1.9881 0.8960 -1.2561
H -1.2019 2.1523 -2.2770
H 0.1478 0.3540 -2.1092
H -1.3277 -1.5204 -1.6364
H -0.4851 -1.8953 -3.1773
H -2.1269 -1.1839 -3.1025
C 1.0229 -1.4726 0.6516
S 0.9776 -0.5698 2.2013
S 0.3144 1.2503 1.4142
H -0.0106 -1.5666 0.2722
H 1.3907 -2.4777 0.8096
H 1.4816 -0.9093 -0.1849
H 0.3628 1.9638 2.5592
```

## Properties
- Gap between HOMO and LUMO: 8.667 eV
- Lowest unoccupied orbital energy: 0.014 Ha
- Multiplicity: 1

Löwdin population analysis, charges in e, atoms 1 to 2: -0.156 -0.186


# 4
The following is a quantum chemistry calculation of C3H11NSi in the gas phase, from the OMol25 dataset.

The geometry in XYZ format:
```
16
C3H11NSi, DFT the ωB97M-V functional and the def2-TZVPD basis
C -1.2992 -0.3221 -0.9499
C -0.4823 -0.3589 0.3632
C -1.0334 1.0451 1.4179
Si 1.4247 -0.5526 0.2007
N 1.9664 -0.2071 -1.4076
H -2.3665 -0.2332 -0.7950
H -0.9467 0.7008 -1.2322
H -1.0863 -1.0757 -1.7453
H -0.6609 -1.2375 0.9411
H -1.5641 0.5929 2.2918
H -1.8081 1.8094 0.9975
H -0.1243 1.5269 1.7879
H 2.1399 0.2734 1.1284
H 1.4540 -1.9268 0.6132
H 2.9981 -0.0924 -1.5021
H 1.3887 0.0577 -2.1096
```

## Properties
- Gap between HOMO and LUMO: 10.415 eV
- Lowest unoccupied orbital energy: 0.034 Ha
- Multiplicity: 1

Löwdin population analysis, charges in e, atoms 1 to 2: -0.169 -0.438


# 5
The following is a quantum chemistry calculation of 2 unconnected molecules or ions with the total composition C3H11NSi, from the OMol25 dataset.

The geometry in XYZ format:
```
16
C3H11NSi, DFT the ωB97M-V functional and the def2-TZVPD basis
N 3.3976 0.6703 1.1601
Si 2.7929 -0.2899 -0.1466
H 3.8936 1.5107 0.8518
H 4.1650 0.1127 1.5589
H 3.9473 -0.5529 -0.9915
H 1.6513 0.5504 -0.7378
H 2.3980 -1.6076 0.3215
C -1.5317 -0.4170 -1.1237
C -2.1219 0.4501 -0.4041
C -3.3078 0.0299 0.4700
H -2.0497 -1.3835 -1.1991
H -0.6096 -0.1724 -1.7807
H -1.7872 1.4728 -0.1891
H -3.0812 -0.9786 1.0145
H -3.5788 0.7775 1.2714
H -4.1779 -0.1725 -0.0757
```

## Properties
- Gap between HOMO and LUMO: 10.802 eV
- Lowest unoccupied orbital energy: 0.035 Ha
- Multiplicity: 1

Löwdin population analysis, charges in e, atoms 1 to 2: -0.225 0.482


# 6
The following is a quantum chemistry calculation of 2 unconnected molecules or ions with the total composition C3H11O, from the OMol25 dataset.

The geometry in XYZ format:
```
15
C3H11O, DFT the ωB97M-V functional and the def2-TZVPD basis
O 2.1773 -0.1374 -0.3888
H 2.3740 0.7755 -0.3889
H 2.6907 -0.6175 -1.0352
H 1.2171 -0.4422 -0.2038
C -0.5698 1.0977 0.8619
C -0.6476 -0.3876 0.6509
C -1.0520 -0.7287 -0.7952
H 0.0015 1.6218 0.1238
H -1.6453 1.6029 1.0516
H -0.0455 1.3555 1.7709
H 0.2122 -0.9957 0.8374
H -1.4277 -0.9695 1.1749
H -1.2063 0.2990 -1.1203
H -1.8372 -1.4060 -0.9551
H -0.2414 -1.0680 -1.5840
```

## Properties
- Gap between HOMO and LUMO: 11.082 eV
- Lowest unoccupied orbital energy: -0.171 Ha
- Multiplicity: 1
- Net charge: +1

Löwdin population analysis, charges in e, atoms 1 to 2: 0.341 0.157


Copy entry 6 word for word.
The following is a quantum chemistry calculation of 2 unconnected molecules or ions with the total composition C3H11O, from the OMol25 dataset.

The geometry in XYZ format:
```
15
C3H11O, DFT the ωB97M-V functional and the def2-TZVPD basis
O 2.1773 -0.1374 -0.3888
H 2.3740 0.7755 -0.3889
H 2.6907 -0.6175 -1.0352
H 1.2171 -0.4422 -0.2038
C -0.5698 1.0977 0.8619
C -0.6476 -0.3876 0.6509
C -1.0520 -0.7287 -0.7952
H 0.0015 1.6218 0.1238
H -1.6453 1.6029 1.0516
H -0.0455 1.3555 1.7709
H 0.2122 -0.9957 0.8374
H -1.4277 -0.9695 1.1749
H -1.2063 0.2990 -1.1203
H -1.8372 -1.4060 -0.9551
H -0.2414 -1.0680 -1.5840
```

## Properties
- Gap between HOMO and LUMO: 11.082 eV
- Lowest unoccupied orbital energy: -0.171 Ha
- Multiplicity: 1
- Net charge: +1

Löwdin population analysis, charges in e, atoms 1 to 2: 0.341 0.157


> Among the records above, which one has the highest multiplicity?

C3H11NS